[1]
A molecular structure, C34H52HgN7. Source: OMol25; level of theory: ωB97M-V with the def2-TZVPD basis set.

Properties
HOMO (spin up / spin down) (eV): -7.286 / -7.283
2S+1: 2
LUMO (spin up / spin down) (eV): 0.65 / -1.00
<S²>: 0.80
Gap between HOMO and LUMO (spin up / spin down) (eV): 7.94 / 6.28

Structure (XYZ):
```
94
Properties=species:S:1:pos:R:3:lowdin_spin:R:1
Hg -0.75025 -1.31200 -1.09888 0.00
C -1.72852 -4.56072 0.53025 0.00
N -2.45818 -3.62284 1.37083 0.00
C -1.69346 -3.16798 2.51419 0.00
C -3.30676 -2.69094 0.79614 0.00
N -3.28064 -1.47842 1.22488 0.00
C -4.39043 -0.63969 1.04429 0.00
C -5.62323 -0.94961 1.60966 0.00
C -6.69196 -0.06710 1.52927 0.00
C -6.53175 1.14738 0.88249 0.00
C -5.30717 1.46743 0.31062 0.00
C -4.22933 0.59077 0.38055 0.00
N -3.03433 0.87284 -0.29959 0.00
C -2.31931 1.88558 0.04696 0.00
N -1.48429 2.49239 -0.87359 0.00
C -0.10224 2.77783 -0.52397 0.00
C -1.67258 2.18013 -2.27471 0.00
N -2.30175 2.46085 1.29735 0.00
C -2.63321 1.69123 2.47767 0.00
C -2.15718 3.88623 1.49031 0.00
N -4.11446 -3.18139 -0.21004 0.00
C -4.76806 -4.46625 -0.09827 0.00
C -4.60298 -2.31770 -1.26478 0.00
H -0.71799 -4.19167 0.32263 0.00
H -2.23491 -4.69583 -0.42056 0.00
H -1.64961 -5.52836 1.03071 0.00
H -2.34973 -2.70358 3.24648 0.00
H -0.93328 -2.43281 2.22484 0.00
H -1.20181 -4.03099 2.96494 0.00
H -5.72869 -1.89263 2.13458 0.00
H -7.64301 -0.32922 1.97479 0.00
H -7.35585 1.84604 0.81575 0.00
H -5.17563 2.40477 -0.21787 0.00
H 0.00285 2.90337 0.55074 0.00
H 0.22335 3.70081 -1.01323 0.00
H 0.55848 1.96708 -0.84837 0.00
H -2.72028 1.96801 -2.46694 0.00
H -1.08623 1.30607 -2.58357 0.00
H -1.35320 3.03669 -2.87401 0.00
H -2.44643 0.63310 2.29616 0.00
H -3.67801 1.81577 2.78219 0.00
H -1.99178 2.02611 3.29838 0.00
H -2.08461 4.38593 0.52803 0.00
H -1.26404 4.12613 2.07789 0.00
H -3.02762 4.28035 2.02491 0.00
H -4.42257 -4.98456 0.79261 0.00
H -4.56324 -5.09424 -0.97168 0.00
H -5.85380 -4.33490 -0.02451 0.00
H -3.91807 -1.48281 -1.40789 0.00
H -5.60260 -1.91999 -1.06048 0.00
H -4.63929 -2.89634 -2.19162 0.00
C 0.50375 0.05388 3.95504 -0.01
C 1.70060 0.19225 3.05464 0.00
C 2.98413 0.34700 3.58107 0.16
C 4.10606 0.47847 2.75881 0.00
C 5.47579 0.64629 3.36092 -0.01
C 3.94940 0.45394 1.38793 0.12
C 2.66397 0.29671 0.79838 0.02
C 1.55568 0.17143 1.68356 0.14
N 2.33650 0.28330 -0.50253 0.47
C 3.28874 0.35482 -1.59282 0.04
C 2.45533 0.22679 -2.88071 0.00
C 3.33343 0.31101 -4.12825 0.00
C 4.06288 1.65599 -4.14497 0.00
C 4.91160 1.78776 -2.87887 0.00
C 5.93404 0.64788 -2.82758 0.00
C 5.20861 -0.70138 -2.82912 0.00
C 4.36032 -0.82331 -4.09672 0.00
C 4.31202 -0.79737 -1.58969 0.02
C 4.01025 1.71774 -1.64210 0.02
H 0.77613 0.19566 5.00040 0.00
H 0.05328 -0.93451 3.85584 0.00
H -0.26519 0.78523 3.70071 0.00
H 3.11506 0.37130 4.65746 0.01
H 5.42330 0.71985 4.44624 0.00
H 5.96260 1.54744 2.98533 0.00
H 6.11873 -0.20025 3.11377 0.00
H 4.82387 0.57281 0.76714 0.01
H 0.57749 0.05950 1.22918 0.01
H 1.69978 1.01884 -2.88028 0.00
H 1.91462 -0.72360 -2.84889 0.00
H 2.70775 0.21888 -5.02016 0.00
H 3.34009 2.47600 -4.19675 0.00
H 4.69932 1.72772 -5.03243 0.00
H 5.43370 2.74880 -2.88383 0.00
H 6.55376 0.74019 -1.92953 0.00
H 6.60562 0.71057 -3.68917 0.00
H 5.94241 -1.51184 -2.79812 0.00
H 3.85186 -1.79186 -4.11399 0.00
H 5.00119 -0.77577 -4.98259 0.00
H 4.92878 -0.78264 -0.69111 0.00
H 3.76485 -1.74503 -1.58611 0.00
H 3.25400 2.50863 -1.67501 0.00
H 4.60352 1.88061 -0.74155 0.00
```

[2]
A single C18H18N2O4 molecule. Source: OMol25; level of theory: ωB97M-V with the def2-TZVPD basis set.

Properties
HOMO (eV): -8.713
LUMO (eV): -0.98
Gap between HOMO and LUMO (eV): 7.73
Structure (SMILES): Cc1ccccc1OCCNC(=O)/C=C/c1ccc([N+](=O)[O-])cc1

Structure (XYZ):
```
42
Properties=species:S:1:pos:R:3:nbo_charge:R:1
C 2.66619 3.49774 0.52393 -0.62
C 2.06887 2.43326 -0.34243 -0.09
C 1.06914 2.71377 -1.25599 -0.19
C 0.53260 1.72172 -2.06266 -0.25
C 1.00387 0.42850 -1.95047 -0.21
C 2.00037 0.12014 -1.03713 -0.32
C 2.54125 1.11358 -0.23105 0.37
O 3.54279 0.94375 0.68605 -0.52
C 3.99230 -0.34470 1.03894 -0.07
C 3.17223 -0.93986 2.19820 -0.25
N 1.77111 -1.06258 1.88104 -0.61
C 1.24509 -2.20593 1.37729 0.63
O 1.89307 -3.22846 1.25850 -0.62
C -0.18643 -2.14402 0.99305 -0.25
C -0.81725 -1.05300 0.54905 -0.19
C -2.18958 -0.99275 0.07306 0.05
C -3.11841 -2.01350 0.30305 -0.21
C -4.40761 -1.91104 -0.17216 -0.18
C -4.78496 -0.78036 -0.88934 0.01
N -6.13117 -0.67161 -1.38679 0.53
O -6.42204 0.32812 -2.00958 -0.38
O -6.89395 -1.58534 -1.15295 -0.37
C -3.88055 0.24886 -1.12740 -0.16
C -2.59568 0.14054 -0.64197 -0.22
H 2.18142 4.45480 0.35193 0.21
H 2.56945 3.23086 1.57546 0.22
H 3.73008 3.59407 0.31332 0.23
H 0.70626 3.72800 -1.33995 0.21
H -0.24176 1.96115 -2.77579 0.22
H 0.59589 -0.35747 -2.56818 0.22
H 2.33491 -0.90309 -0.96840 0.22
H 3.99020 -1.02740 0.18542 0.18
H 5.02463 -0.21027 1.37405 0.20
H 3.27849 -0.30504 3.08105 0.20
H 3.54892 -1.94241 2.41365 0.24
H 1.21214 -0.22601 1.90945 0.40
H -0.66683 -3.11164 0.99832 0.22
H -0.28336 -0.11402 0.46762 0.21
H -2.83069 -2.88556 0.86776 0.22
H -5.13454 -2.68995 0.00066 0.25
H -4.20274 1.11488 -1.68507 0.25
H -1.88374 0.93225 -0.82358 0.23
```

[3]
2 unconnected molecules or ions with the total composition C5H14S. Source: OMol25; level of theory: ωB97M-V with the def2-TZVPD basis set.

Properties
HOMO (eV): -8.539
LUMO (eV): 1.01
Gap between HOMO and LUMO (eV): 9.55
Structure (SMILES): CCC.CSC

Structure (XYZ):
```
20
Properties=species:S:1:pos:R:3:nbo_charge:R:1
C 0.15058 0.55136 -2.05528 -0.62
C 1.16606 -0.46063 -1.35266 -0.40
C 2.62021 -0.70225 -1.99338 -0.58
H -0.81858 0.33521 -1.59765 0.21
H 0.10930 0.44033 -3.18575 0.21
H 0.46283 1.53869 -1.73032 0.20
H 1.37864 0.02764 -0.35923 0.19
H 0.62463 -1.34849 -1.12322 0.20
H 2.92652 0.14825 -2.73816 0.20
H 3.39391 -0.64953 -1.13162 0.20
H 2.61576 -1.59264 -2.37238 0.19
C -1.57210 0.13593 3.68907 -0.74
S -1.58987 -1.01158 2.13237 0.22
C -1.62950 0.05482 0.77641 -0.87
H -1.10016 1.15157 3.49472 0.22
H -2.57483 0.48029 3.89890 0.21
H -1.09789 -0.09471 4.68498 0.24
H -0.69768 -0.02644 0.12167 0.24
H -1.76808 1.21362 0.62487 0.26
H -2.59974 -0.19141 0.21665 0.24
```

It is found that the DFT total energy values, taken in the order of the records, are -50707.6459; -30125.7173; -16244.6584 eV.
It is found that the maximum force values, taken in the order of the records, are 0.20; 1.40; 7.58 eV Å⁻¹.